ORCA calculation (ωB97M-V with the def2-TZVPD basis set) on 2 unconnected molecules or ions with the total composition C11H8BF3N2O8 in a non-equilibrium geometry.

Geometry (Å):
H -0.60 2.96 0.38
C 2.14 -0.17 2.99
N 2.98 0.27 2.07
F -0.99 2.88 3.47
H 1.14 1.80 0.01
H -1.34 0.51 0.52
B -0.28 -2.25 -2.93
N 2.73 0.99 0.99
C 0.37 0.78 1.75
O -1.43 -1.31 -2.93
O 0.17 -4.65 -5.33
F -2.76 3.80 2.59
O -0.64 -3.52 -3.57
C -0.74 -1.73 -0.77
C 0.75 0.05 2.92
O 0.85 -1.70 -3.68
C -1.70 -1.00 -1.68
C 1.44 1.20 0.89
H 3.97 0.04 2.19
O 2.01 -2.40 -5.47
O -2.57 -0.26 -1.31
H 2.55 -0.72 3.85
O -0.73 -1.66 0.43
H 0.05 -0.35 3.66
C -1.07 1.10 1.42
C -1.37 2.59 1.08
H -2.33 2.63 0.53
H -1.74 0.72 2.22
O 0.08 -2.45 -1.50
C 1.14 -2.55 -4.67
C 0.19 -3.71 -4.60
C -1.47 3.48 2.36
F -0.80 4.64 2.13

Its gap between HOMO and LUMO is 6.621 eV. The lowest unoccupied orbital energy is -2.686 eV.



ORCA calculation (ωB97M-V with the def2-TZVPD basis set) on a molecular structure, HN3OS in a non-equilibrium geometry.

Geometry (Å):
N -0.23 -0.88 -0.30
S 0.86 0.94 1.18
H -1.52 -0.83 -0.35
O 0.28 -0.78 0.96
N 0.63 1.20 -0.44
N -0.02 0.36 -1.05

Its gap between HOMO and LUMO is 8.360 eV. As for the energy above the lowest of the compared OMol25 structures with the same formula, charge and spin: 151.2 kJ/mol. The lowest unoccupied orbital energy is -0.657 eV.



These records have HOMO level values of -0.3420 -0.3314 hartree, in the order they appear.